Here is 7 unconnected molecules or ions with the total composition C55H120BF6N6O4S2 in a non-equilibrium geometry from the Open Molecules 2025 dataset. Energies are from ωB97M-V with the def2-TZVPD basis set.

Computed properties:
Orbital gap   5.862 eV
Total energy   -114737.900 eV
Relative energy (zero: lowest compared OMol25 entry of this formula, charge and spin)   6.547 eV
M   1118.54 g mol⁻¹
Charge   +3
HOMO energy   -10.25 eV
LUMO level   -4.4 eV

The geometry in XYZ format:
```
194
C55H120BF6N6O4S2, DFT ωB97M-V with the def2-TZVPD basis set
B -16.17284 12.42983 8.01867
F -15.36200 13.03096 7.06832
F -16.78271 11.27725 7.59163
F -15.31320 12.18681 9.15861
F -17.11479 13.29035 8.37342
C -22.95907 8.61901 14.81726
C -22.03303 8.13149 13.69225
C -22.07686 9.02549 12.42645
C -23.52448 9.02077 11.84194
N -23.70817 9.17693 10.26134
C -23.23776 10.51169 9.58384
C -24.48390 10.95005 8.69156
C -25.26659 9.74297 8.47316
C -25.23269 9.01161 9.82949
C -22.98558 7.95543 9.56314
C -23.65024 6.54528 9.63327
C -22.78830 5.54941 8.92502
H -24.00553 8.33159 14.71519
H -22.92912 9.68218 15.05574
H -22.75842 8.21207 15.80834
H -22.04190 7.06052 13.48969
H -21.00923 8.17096 14.06424
H -21.38121 8.50987 11.76440
H -21.68202 10.02621 12.60185
H -24.19739 9.77571 12.24858
H -24.11026 8.12001 12.02522
H -22.24640 10.27276 9.19887
H -23.15023 11.33777 10.28955
H -24.33157 11.45796 7.73924
H -25.14079 11.60498 9.26398
H -25.14946 9.01525 7.67017
H -26.28575 9.91919 8.12912
H -25.77839 8.09096 10.03619
H -25.56443 9.67162 10.63101
H -21.94273 7.88626 9.87261
H -23.03516 8.13653 8.48943
H -24.62667 6.66487 9.16383
H -23.95129 6.16605 10.60982
H -23.19657 4.54040 8.98244
H -21.79368 5.60034 9.36801
H -22.66210 5.72084 7.85600
C -14.07886 5.05681 7.82585
C -13.33391 4.50440 9.03998
C -13.87858 5.03298 10.31447
C -12.75943 4.56033 11.38815
N -12.94547 4.99059 12.90010
C -11.77816 4.46464 13.69952
C -11.74188 5.34108 15.07267
C -12.29291 6.71579 14.49755
C -12.80060 6.55730 13.07725
C -14.36759 4.58751 13.33223
C -14.52207 3.16248 13.65523
C -15.99911 2.94872 14.09277
H -15.03931 4.54505 7.76462
H -13.47090 4.87014 6.94062
H -14.19274 6.14062 7.84808
H -12.27336 4.68659 8.86637
H -13.44044 3.42033 9.00056
H -14.88965 4.63001 10.37326
H -13.91864 6.11482 10.18754
H -11.79921 5.01923 11.15262
H -12.72414 3.47527 11.48566
H -11.80556 3.39426 13.90360
H -10.91842 4.79548 13.11686
H -12.30233 5.00638 15.94558
H -10.68376 5.48810 15.28915
H -13.09437 7.00244 15.17843
H -11.47206 7.41491 14.65730
H -13.67271 7.15376 12.80937
H -11.94083 7.04350 12.61627
H -15.02672 5.01813 12.57843
H -14.66589 5.10185 14.24578
H -13.86490 2.75798 14.42504
H -14.20275 2.55808 12.80621
H -16.22529 1.88245 14.09431
H -16.57791 3.51844 13.36578
H -16.38941 3.31959 15.04051
C -10.28170 22.37922 14.56366
C -11.40695 22.20183 13.47399
C -11.97080 20.82069 13.24766
C -11.13713 19.82578 12.43012
N -11.86300 18.64348 11.71944
C -10.86203 17.51369 11.26864
C -10.20066 18.00760 10.00407
C -11.27548 18.90178 9.31772
C -12.43559 19.05954 10.33141
C -12.99291 18.06956 12.54581
C -12.58507 17.39100 13.91202
C -13.73150 16.49140 14.39807
H -9.40174 21.76084 14.38651
H -10.68024 22.09330 15.53706
H -9.89300 23.39577 14.62390
H -11.13307 22.64723 12.51759
H -12.18958 22.85743 13.85580
H -12.82785 20.96209 12.58921
H -12.37033 20.36482 14.15356
H -10.32982 19.43006 13.04637
H -10.65501 20.31124 11.58160
H -11.49406 16.66977 10.99217
H -10.17151 17.13777 12.02360
H -9.89874 17.16238 9.38557
H -9.32577 18.56222 10.34330
H -11.62422 18.46863 8.38024
H -10.97019 19.89657 8.99325
H -13.34463 18.48799 10.14411
H -12.81239 20.08061 10.39081
H -13.43101 17.30612 11.90290
H -13.73787 18.83192 12.77370
H -12.40061 18.06515 14.74844
H -11.66168 16.81242 13.88561
H -14.69565 16.87342 14.06256
H -13.80998 16.53541 15.48434
H -13.71482 15.44195 14.10398
C 0.70926 8.68761 3.57254
C -0.81734 8.91171 3.22481
C -1.57612 9.70046 4.28557
C -3.07019 9.78581 3.95649
N -4.06768 10.53916 4.90272
C -5.49314 10.20045 4.48280
C -6.37683 10.41183 5.72323
C -5.42837 10.27362 6.92052
C -4.04164 9.98811 6.37404
C -3.73907 12.02111 4.71312
C -3.05620 12.69654 5.97048
C -2.49510 14.08877 5.65700
H 0.80286 7.94120 4.36134
H 1.31290 9.54690 3.86465
H 1.16420 8.20912 2.70526
H -1.30139 7.95994 3.00587
H -0.76411 9.46308 2.28606
H -1.09692 10.66452 4.45608
H -1.50535 9.07458 5.17515
H -3.41263 8.76178 4.10548
H -3.30605 10.22071 2.98524
H -5.77318 10.51018 3.47595
H -5.42727 9.13448 4.26493
H -6.85191 11.38040 5.56743
H -7.26513 9.78289 5.78195
H -5.42932 11.14722 7.57237
H -5.52794 9.36208 7.50983
H -3.30354 10.39557 7.06490
H -3.84294 8.92714 6.22245
H -4.73192 12.45993 4.61414
H -3.33885 12.19005 3.71343
H -2.14204 12.15588 6.21560
H -3.68450 12.75706 6.85912
H -1.41963 14.12351 5.48308
H -2.69972 14.82627 6.43309
H -2.86473 14.67080 4.81277
C -20.62315 10.51409 0.40908
C -19.19557 10.44228 0.42455
C -18.37550 11.78786 0.80103
C -18.37190 12.73910 -0.43382
N -17.64903 14.14648 -0.29676
C -17.81150 14.90029 -1.64084
C -16.59227 14.40451 -2.53587
C -15.64810 13.67431 -1.67167
C -16.10436 13.81913 -0.28400
C -18.07874 14.92834 0.93865
C -19.58409 15.23546 0.95544
C -19.90881 15.92176 2.38458
H -21.01398 11.18270 -0.35794
H -21.07594 10.89773 1.32335
H -21.15977 9.57476 0.27565
H -18.82255 10.15127 -0.55742
H -18.70451 9.63679 0.97059
H -17.43622 11.52484 1.28751
H -18.94861 12.22068 1.62098
H -19.38139 12.93870 -0.79325
H -17.85493 12.18060 -1.21415
H -17.80462 15.96512 -1.40804
H -18.77827 14.69685 -2.10136
H -16.14882 15.38064 -2.73241
H -16.88598 13.94244 -3.47838
H -14.62703 14.03682 -1.79038
H -15.58522 12.64764 -2.03238
H -15.61566 14.68366 0.16531
H -15.88211 13.04888 0.45452
H -17.43728 15.79578 1.09411
H -17.69793 14.21427 1.66884
H -20.19585 14.34070 0.84023
H -19.99140 15.75412 0.08758
H -19.17950 16.57211 2.86753
H -20.06219 15.12142 3.10847
H -20.86985 16.42777 2.29250
N -21.31589 21.28530 13.06286
S -20.29620 20.83934 14.04820
O -19.02790 21.54770 13.82299
O -20.25923 19.54130 14.71715
F -20.94938 21.82181 15.16781
S -21.15789 20.01946 12.00066
O -22.31685 19.07919 12.05733
O -19.83497 19.45990 11.69679
F -21.58680 20.87974 10.64978
```

Mulliken atomic charge list, values in e, 99 entries: 0.6223 -0.4127 -0.4107 -0.4587 -0.3411 -1.2589 -0.6715 -0.2403 -1.0721 0.4349 -0.5236 -0.6827 -0.8166 -0.8539 -1.1028 -0.2788 -1.4113 0.3218 0.3316 0.4030 0.3323 0.3962 0.1601 0.4539 0.5398 0.4943 0.3809 0.3286 0.3760 0.3309 0.3159 0.4821 0.4767 0.5106 0.5291 0.6255 0.2697 0.3329 0.3958 0.3518 0.3384 -1.3464 -0.5835 -0.3448 -1.0288 0.2893 -0.6441 -0.6194 -0.6048 -0.6973 -1.0805 -0.0685 -1.3850 0.3357 0.3706 0.3833 0.4171 0.2743 0.3447 0.3434 0.5217 0.4963 0.4481 0.4914 0.3094 0.3499 0.2854 0.3996 0.3547 0.3627 0.4758 0.4271 0.2940 0.3402 0.3770 0.3536 0.3578 -1.2161 -0.7940 -0.5850 -0.5978 0.2961 -0.6322 -0.6294 -0.7258 -0.5631 -1.1578 -0.1171 -1.4187 0.3203 0.3118 0.3764 0.3976 0.3637 0.3795 0.3292 0.3579 0.4162 0.4317